ORCA calculation (ωB97M-V/def2-TZVPD) on C13H23F5NO2P2Y as an isolated structure in a non-equilibrium geometry.

E_HOMO (spin up / spin down) ... -15.7 / -15.5 eV
Lowest unoccupied orbital energy (spin up / spin down) ... -8.84 / -10.86 eV
Max |F| ... 9.635 eV Å⁻¹
HOMO-LUMO gap (spin up / spin down) ... 6.9 / 4.6 eV
Total charge ... +2

Element x y z (Å)
Y 0.00106 -0.25274 0.92162
P 2.25246 -0.66984 0.58722
P -2.25464 0.17456 0.53002
F 1.52106 1.94546 2.61082
F -0.05014 2.07216 4.88342
F -0.50614 2.74056 2.24022
F 0.57026 -0.00434 4.26492
F -1.54014 0.67796 3.93192
O -2.04604 -2.41524 -3.41138
O -0.18484 -4.35634 -0.89618
N 0.25036 0.81426 -0.96808
C 1.47556 1.20786 -1.39668
C 2.65116 0.83526 -0.49768
C -3.02754 1.63966 1.30742
C 0.18436 1.59796 2.55942
C -2.11894 0.56446 -1.23048
C -3.41444 -1.23244 0.68642
C -0.22144 1.08006 3.93472
C 1.64686 1.93226 -2.57868
C 3.62386 -0.60214 1.87312
C -0.74574 1.81286 -2.91418
C -0.84004 1.09396 -1.72108
C 2.79276 -2.07184 -0.54938
C 0.51616 2.23956 -3.34288
H -2.26724 -1.46814 -3.09518
H -3.16954 1.47166 2.37462
H 3.54666 0.63816 -1.08718
H 3.82836 -1.93424 -0.86038
H -0.27584 -1.66924 1.38812
H -1.62564 2.02956 -3.50098
H -2.99114 -2.13894 0.25472
H 4.59816 -0.52214 1.39112
H -3.62354 -1.43224 1.73702
H 2.16566 -2.09874 -1.44118
H 3.48176 0.26126 2.52392
H 3.60886 -1.50474 2.48412
H 2.62966 2.24756 -2.89748
H -2.39184 2.51626 1.18582
H -3.02734 0.82986 -1.75078
H -3.99764 1.85196 0.85982
H 2.86396 1.68326 0.15362
H 0.56446 -3.73824 -0.65528
H 2.71086 -3.02944 -0.03398
H -0.70634 -3.91104 -1.67348
H 0.61776 2.79616 -4.26318
H -2.71754 -2.68504 -4.10498
H -4.35824 -1.01764 0.18652

***

ORCA calculation (ωB97M-V/def2-TZVPD) on C21H20IrN6O5S4 as an isolated structure in a non-equilibrium geometry.

E_HOMO (spin up / spin down) ... -8.6 / -8.6 eV
Lowest unoccupied orbital energy (spin up / spin down) ... -0.92 / -1.67 eV
Max |F| ... 1.244 eV Å⁻¹
HOMO-LUMO gap (spin up / spin down) ... 7.7 / 7.0 eV
2S+1 ... 2
Relative energy (zero: lowest compared OMol25 entry of this formula, charge and spin) ... 0.663 eV

Element x y z (Å)
Ir 0.72289 -0.85403 0.08644
S 0.55369 -2.37770 1.90346
S 3.35639 0.79515 2.25815
S 1.31256 1.99582 -2.21157
S -1.57792 -0.90911 -0.50219
O 0.45751 0.95622 1.19896
O 1.18436 -2.17667 -1.40646
O -1.82731 -1.21540 -1.91807
O 0.21351 2.04263 -3.12586
O 2.62338 1.70241 -2.70278
N 3.35345 -0.69173 1.52290
N 5.59397 -2.97750 2.89979
N 5.87026 -1.69384 -1.27476
N 2.85057 -2.80106 -2.77959
N 2.18959 -4.22525 4.56658
N 0.94601 0.99976 -0.94732
C -4.39385 -3.70493 0.69101
C 4.75965 -1.59693 -0.99549
C -2.35920 0.65885 -0.10719
C 1.16017 5.37972 0.76342
C 0.88525 4.06290 1.11144
C -2.50175 -2.07843 0.51955
C 3.35101 -1.53024 -0.75798
C -3.69172 -2.69306 -0.20804
C -4.31448 2.19655 -0.33911
C 2.18717 -3.47565 3.69624
C -3.84232 0.74782 -0.42611
C 4.58029 -2.50396 2.63250
C 2.41130 -2.17708 -1.69685
C 1.50538 5.71848 -0.54121
C 2.70336 -1.01229 0.30346
C 3.32351 -1.91539 2.30051
C 0.96453 3.10944 0.11484
C 1.31207 3.45413 -1.18324
C 1.58709 4.75452 -1.54218
C 2.14791 -2.47437 2.66054
C 0.76371 1.65478 0.18971
H 1.11168 6.15304 1.51802
H 2.17964 -3.12936 -3.45576
H -2.12852 0.86614 0.94049
H -3.70878 -4.49488 1.00355
H -4.14399 2.60691 0.65798
H -4.39237 -1.92246 -0.52655
H -4.41295 0.13196 0.27166
H -3.32979 -3.17238 -1.11747
H -4.78874 -3.23074 1.59141
H -5.22647 -4.17298 0.16674
H -4.01794 0.35561 -1.42937
H 1.86033 5.01513 -2.55543
H -1.79490 -2.86427 0.79050
H -1.79658 1.36487 -0.72628
H 0.62773 3.78268 2.12395
H -2.77905 -1.55425 1.43720
H 3.81844 -2.72290 -3.04944
H 1.71930 6.75114 -0.78226
H -5.37965 2.27248 -0.55507
H -3.77939 2.81968 -1.05738

***

ORCA calculation (ωB97M-V/def2-TZVPD) on C26H36AsHoN3O10 as an isolated structure in a non-equilibrium geometry.

E_HOMO (spin up / spin down) ... -11.0 / -11.0 eV
Lowest unoccupied orbital energy (spin up / spin down) ... -4.02 / -4.02 eV
Max |F| ... 1.919 eV Å⁻¹
HOMO-LUMO gap (spin up / spin down) ... 7.0 / 7.0 eV
Total charge ... +1
2S+1 ... 5

Element x y z (Å)
Ho 0.06338 -0.26950 -0.57844
As -1.29602 1.00912 -3.19873
O -2.91637 2.81800 1.12144
O 0.38652 -1.55481 -2.16517
O -1.99126 1.02782 0.14123
O 1.83110 -2.46222 -0.05141
O -0.91235 -1.59253 0.71201
O -1.63267 -2.45584 -1.91222
O 3.78711 2.21210 -0.89628
O 2.20672 0.70837 -1.09003
O -1.65114 -3.24171 1.99827
O -0.07623 -0.92368 6.76634
N 0.48386 -0.34549 4.02450
N 1.25132 -0.05818 1.68888
N 0.39058 2.16099 0.11494
C 1.62855 2.60844 0.17337
C 0.70357 0.66862 5.05264
C -0.51315 -1.81186 5.74367
C 0.29119 -3.73854 -1.17888
C 2.30291 -4.44164 1.09247
C -1.53683 2.87798 -3.36893
C 2.57067 1.77649 -0.63756
C 1.79003 -3.49136 -1.11099
C -0.15344 0.40493 6.29423
C -0.41896 -2.58749 -1.84564
C 0.37190 -1.74139 4.52305
C -0.40633 3.75844 -2.87722
C -0.05890 -3.78875 0.35591
C 0.89952 -0.16737 2.79851
C 2.58688 -4.63610 -0.43352
C -1.02426 -2.86654 1.03666
C 0.95804 4.39428 1.61840
C -0.45395 0.46364 -4.83491
C -4.01913 1.06030 -4.48618
C 1.96608 3.72436 0.93583
C -0.57670 2.79509 0.75594
C -0.34269 3.92146 1.53026
C 1.04799 0.65785 -4.80816
C 1.29231 -3.32076 1.00750
C -3.14023 0.45120 -3.40338
C -1.91446 2.11573 0.63090
H -1.55068 -1.62482 5.44121
H 2.20188 -3.05163 -2.01399
H -3.58492 0.63232 -2.42444
H -2.45967 3.09026 -2.82810
H -1.16789 4.40558 2.02702
H 0.56469 3.48445 -3.26848
H -4.20256 2.13566 -4.32344
H 0.45704 1.65120 4.64684
H -0.45584 -2.83825 6.15423
H -0.00522 -4.67038 -1.64679
H -0.34131 3.70241 -1.79116
H 1.16725 -2.70012 1.87669
H -3.07133 -0.64319 -3.52661
H 1.36876 -2.09704 4.75756
H 1.77457 0.67678 5.28528
H -3.60767 0.94778 -5.49478
H 0.19631 1.07018 7.09320
H 1.86783 -5.30554 1.55579
H -5.01842 0.62934 -4.54067
H 3.99412 3.13065 -0.60798
H 1.46809 0.10492 -3.95230
H 3.63920 -4.51849 -0.67238
H -3.75636 2.33605 1.04835
H 3.21012 -4.12633 1.63634
H 1.52219 0.25106 -5.71182
H -0.58499 4.80368 -3.11523
H 2.97778 4.10349 1.00116
H -1.81136 3.07036 -4.42229
H -0.07606 -2.35837 3.74128
H -0.36954 -4.79989 0.64434
H -0.68928 -0.62089 -4.88444
H 2.26099 -5.62151 -0.78983
H -0.97148 0.97077 -5.67189
H 1.15654 5.28844 2.21461
H 1.30481 1.70766 -4.72581
H -1.18278 0.66399 6.04924